[1]
DFT (ωB97M-V/def2-TZVPD) results for one molecule with the formula C2H8N4 at a distorted geometry.

Element x y z (Å)
C: 1.5872 -0.8828 0.1906
C: -0.5885 -0.1953 -0.2931
H: 1.2354 -1.9327 0.0970
H: 1.5818 -0.6641 1.2950
H: 2.6810 -0.9365 -0.3075
H: 2.1086 1.6913 -0.3396
H: 1.0224 1.6033 0.8362
H: -0.9011 -1.2237 -0.4491
H: -2.9404 -0.3544 -1.0430
H: -3.4256 0.7408 0.3836
N: 0.7911 0.1404 -0.4678
N: 1.1036 1.4926 -0.1068
N: -1.4659 0.5698 0.1552
N: -2.7896 -0.0488 0.0492

As for the HOMO-LUMO gap: 0.346 Ha. The charge is 0. The LUMO energy is 1.0 eV. Its highest occupied orbital energy is -0.308 hartree. As for the spin multiplicity: 1. The SMILES is CN(N)/C=N/N.

[2]
DFT (ωB97M-V/def2-TZVPD) results for an isolated ion of composition C2H8N4 and charge +2 at a distorted geometry.

Element x y z (Å)
C: -0.4392 0.2964 0.0872
C: 1.1921 -0.3212 -0.0389
N: 1.9439 -1.3055 -0.0771
N: -1.5039 -0.3883 -0.1195
N: 1.9716 0.9431 0.0134
N: -2.7520 -0.3101 0.1031
H: -0.4659 1.2342 0.6735
H: -1.4213 -1.2469 -0.6635
H: 2.9735 1.0497 0.3379
H: 1.4820 1.6029 0.6291
H: 1.9757 1.0308 -1.0263
H: -3.1528 0.4861 0.6321
H: -3.4786 -0.7909 -0.4613
H: 1.6747 -2.2801 -0.0897

As for the HOMO-LUMO gap: 0.361 Ha. The charge is +2. The LUMO energy is -9.8 eV. Its highest occupied orbital energy is -0.720 hartree. As for the spin multiplicity: 1. The SMILES is [H]/N=C([NH3+])\C=[NH+]\N.

[3]
DFT (ωB97M-V/def2-TZVPD) results for one molecule with the formula C2H8N4O at a distorted geometry.

Element x y z (Å)
C: 0.4114 0.4541 -0.4333
C: -0.0496 0.0597 0.9465
N: -2.0499 -1.1161 -0.3346
N: 1.5239 1.3713 -0.4634
N: 0.8277 -0.6957 -1.2091
O: -1.4540 -0.3713 0.7455
N: 0.2822 0.5598 2.0688
H: -0.7266 0.7200 -0.7305
H: -1.3785 -1.8463 -0.5829
H: -2.8283 -1.5830 0.1309
H: 1.2992 2.1707 -1.0478
H: 1.7167 1.7391 0.4709
H: 1.6339 -0.3782 -1.7455
H: 1.2064 -1.4147 -0.5969
H: -0.4144 0.3306 2.7815

As for the HOMO-LUMO gap: 0.367 Ha. The charge is 0. The LUMO energy is 0.7 eV. Its highest occupied orbital energy is -0.341 hartree. As for the spin multiplicity: 1. The SMILES is [H]/N=C(\ON)C(N)N.

[4]
DFT (ωB97M-V/def2-TZVPD) results for a 2-piece molecular cluster, C2H8N4O2 overall.

Element x y z (Å)
N: 1.0512 -0.1532 -3.6151
C: 0.9912 0.1499 -2.2698
O: 0.5335 1.4020 -2.0090
O: 1.3375 -0.5793 -1.3867
H: 0.3018 0.1974 -4.1924
H: 1.2302 -1.1308 -3.7862
H: 0.6638 1.9623 -2.7856
N: 0.1269 -1.0432 2.5383
C: -0.9141 -0.1292 2.3959
N: -0.5088 1.0956 1.8887
N: -2.1271 -0.2933 2.7516
H: -0.1934 -1.9886 2.6664
H: 0.8488 -0.9800 1.8367
H: 0.2202 1.0514 1.1895
H: -1.3031 1.6448 1.6017
H: -2.2583 -1.2059 3.1760

As for the HOMO-LUMO gap: 0.329 Ha. The charge is 0. The LUMO energy is 0.2 eV. Its highest occupied orbital energy is -0.320 hartree. As for the spin multiplicity: 1. The SMILES is N=C(N)N.NC(=O)O.

[5]
DFT (ωB97M-V/def2-TZVPD) results for one molecule with the formula C2H8N4O3 at a distorted geometry.

Element x y z (Å)
N: 0.1803 1.3454 -0.1591
C: 0.9236 -1.0904 -0.1356
N: 0.2912 1.7817 1.1811
N: 1.3000 -1.8920 0.9065
N: 1.6553 -0.8729 -1.1228
H: 0.1062 2.1497 -0.7745
H: -0.6348 1.9277 1.5871
H: 0.7735 1.0502 1.6993
H: 2.1260 -2.4379 0.7221
H: 0.5636 -2.4164 1.3498
H: 1.4153 -0.0652 -1.6826
C: -0.8911 0.4127 -0.4529
O: -1.0211 0.4155 -1.8316
O: -2.0929 0.7605 0.1681
O: -0.5280 -0.8323 0.0381
H: -2.4575 -0.0249 0.5931
H: -1.7095 -0.2113 -2.0861

As for the HOMO-LUMO gap: 0.363 Ha. The charge is 0. The LUMO energy is 0.5 eV. Its highest occupied orbital energy is -0.345 hartree. As for the spin multiplicity: 1. The SMILES is [H]/N=C(/N)OC(O)(O)NN.

[6]
DFT (ωB97M-V/def2-TZVPD) results for an isolated ion of composition C2H8N4P and charge +1 at a distorted geometry.

Element x y z (Å)
C: -0.2744 -0.4213 0.1040
C: 1.6905 0.7695 -0.3655
N: -3.2981 1.2550 0.0927
N: -2.4106 0.4290 -0.2420
N: 0.9947 -0.3689 0.1449
N: -1.1792 0.8312 -0.1177
P: -1.3813 -1.8588 -0.1207
H: 2.7008 0.6321 -0.3381
H: 1.3430 0.7687 -1.5174
H: 1.4218 1.8517 0.0291
H: -4.1678 1.1186 -0.2361
H: 1.5860 -1.1520 -0.0323
H: -0.9998 1.8757 0.2473
H: -2.0908 -1.4616 1.0280
H: -0.3475 -2.8250 0.2447

Its expectation value of S² is 2.02. As for the HOMO-LUMO gap (spin up / spin down): 0.261 / 0.283 Ha. The charge is +1. The LUMO energy (spin up / spin down) is -4.2 / -6.6 eV. Its highest occupied orbital energy (spin up / spin down) is -0.414 / -0.524 hartree. As for the spin multiplicity: 3.

[7]
DFT (ωB97M-V/def2-TZVPD) results for C2H8N4S as an isolated structure at a distorted geometry.

Element x y z (Å)
C: -0.4133 -1.5351 1.4536
C: 0.2324 0.5879 -0.3900
H: -0.6776 -0.4208 1.8160
H: -1.5792 -2.0064 1.6338
H: 0.3096 -1.9938 2.2845
H: 1.1661 -1.4521 0.2131
H: -1.3941 -0.6388 -1.0708
H: 1.6908 0.1303 0.9426
H: -1.0562 1.2930 -2.0227
H: 1.3946 2.7791 -2.3342
N: -0.0770 -1.7385 0.0772
N: -0.5129 -0.5999 -0.5991
N: 1.1563 0.9036 0.4985
N: -0.4088 1.6004 -1.2045
S: 0.1692 3.0910 -1.2982

As for the HOMO-LUMO gap: 0.354 Ha. The charge is 0. The LUMO energy is 0.5 eV. Its highest occupied orbital energy is -0.337 hartree. As for the spin multiplicity: 1.

[8]
DFT (ωB97M-V/def2-TZVPD) results for one molecule with the formula C2H8N4S at a distorted geometry.

Element x y z (Å)
C: -0.7140 2.0421 -0.1268
C: 0.1321 -0.2435 -0.1633
H: -1.0846 2.0199 -1.3391
H: -0.0100 2.9428 0.0110
H: -1.5486 1.8470 0.7067
H: 1.3161 1.1396 0.8401
H: 1.0132 -2.1912 -0.3633
H: 3.2042 -0.4021 1.1903
H: -1.8925 -2.0304 -1.0074
H: -2.2172 -2.0655 0.7156
N: 0.4922 1.0663 -0.0958
N: 1.1161 -1.2607 -0.1893
N: -1.1520 -0.4852 -0.0185
N: -1.3520 -2.0184 -0.0015
S: 2.6969 -0.3607 -0.1586

As for the HOMO-LUMO gap: 0.329 Ha. The charge is 0. The LUMO energy is 0.4 eV. Its highest occupied orbital energy is -0.312 hartree. As for the spin multiplicity: 1. The SMILES is CN/C(=N/N)NS.

[9]
DFT (ωB97M-V/def2-TZVPD) results for an isolated ion of composition C2H8N5 and charge +1 at a distorted geometry.

Element x y z (Å)
C: -0.3821 -1.0851 0.5669
C: 0.5012 0.4764 -0.9901
N: -1.0370 -1.0019 -1.8287
N: 0.3128 0.0622 0.3127
N: -0.4677 -1.7234 1.6735
N: 0.7490 0.8933 1.4357
N: -0.7522 0.2894 -1.7555
H: 0.9267 1.5434 -0.9423
H: 1.2892 -0.2874 -1.3744
H: -0.8672 -2.6128 1.5898
H: -0.1492 -1.1716 2.4789
H: 0.1493 1.8586 1.4691
H: 1.7690 1.1532 1.2851
H: -1.4495 0.9025 -1.3135
H: -0.5924 0.7030 -2.6073

As for the HOMO-LUMO gap (spin up / spin down): 0.286 / 0.302 Ha. The charge is +1. The LUMO energy (spin up / spin down) is -5.3 / -4.9 eV. Its highest occupied orbital energy (spin up / spin down) is -0.481 / -0.483 hartree. As for the spin multiplicity: 1.

[10]
DFT (ωB97M-V/def2-TZVPD) results for a 2-piece molecular cluster, C2H8N5 overall at a distorted geometry.

Element x y z (Å)
C: -0.3795 -1.0049 -0.1354
C: -1.6289 -0.5448 -0.8582
N: -0.2333 -2.3857 -0.0192
N: 0.8523 -2.6415 0.4849
N: 0.6895 -0.4295 0.3654
N: 1.4915 -1.4970 0.6969
N: 0.5012 2.1722 0.3171
H: -2.0318 0.2063 -0.2512
H: -2.4291 -1.2945 -0.9306
H: -1.4163 -0.0066 -1.7265
H: 0.4225 1.1222 0.1489
H: 2.4486 -1.2815 0.9560
H: 1.1088 2.4255 -0.4687
H: 0.9649 2.4533 1.1773
H: -0.3605 2.7063 0.2432

As for the HOMO-LUMO gap: 0.386 Ha. The charge is +1. The LUMO energy is -3.8 eV. Its highest occupied orbital energy is -0.527 hartree. As for the spin multiplicity: 1.

Which ΔE to the lowest compared entry with this formula, charge and spin belongs to each record? In order, 3.4088 4.4274 4.4492 0.8032 0.7444 0.0804 3.5922 3.8061 8.1923 2.1337 eV.
Which energy belongs to each record? In order, -299.90544 -299.22183 -375.14309 -450.55598 -525.72912 -640.87831 -698.03663 -698.02877 -354.25566 -354.47831 hartree.